Below is a molecular structure, C22H37BeClP2 in a non-equilibrium geometry, with properties calculated with ωB97M-V/def2-TZVPD.

The geometry in XYZ format:
```
63
Properties=species:S:1:pos:R:3:forces:R:3
Cl -0.347143 -3.077028 -0.699723 0.4 -0.3 -0.6
P -2.278124 1.710820 0.221202 -0.5 1.8 -0.4
P 0.503101 2.830907 -1.147009 -0.2 2.0 -0.7
C -0.288129 -3.834714 1.864337 -0.3 -1.2 0.7
C 0.486714 0.010667 0.058483 0.1 -0.4 -1.3
C -0.420177 -2.398031 2.218139 0.3 1.3 0.1
C 1.004187 3.428670 -2.821025 0.2 0.2 0.0
C 3.995521 -0.374811 -1.365370 0.0 -0.4 -0.1
C -0.232243 -6.631695 1.212744 0.3 1.6 -0.4
C 1.646092 0.160044 -2.270911 0.5 -1.2 -0.8
C -2.712548 -1.422596 0.617407 -1.0 0.6 -0.6
C 3.992683 0.410157 -0.283638 0.8 0.1 -0.1
C -3.592824 1.943127 -1.063691 -0.3 -0.1 -0.2
C 2.845878 0.671897 0.644452 -0.3 0.3 0.0
C 1.724474 -0.404323 0.771890 1.1 0.5 0.6
C 1.647221 3.879952 -0.128285 0.0 0.0 -0.2
C -1.801038 3.539041 0.245519 -0.3 -0.2 0.1
C 2.749751 -0.928779 -2.028709 -0.4 0.1 0.0
C -0.295816 -4.853070 2.870735 0.1 0.3 -1.1
C -0.236574 -6.206163 2.545503 -0.2 -0.2 0.1
C -3.298516 1.752613 1.741424 -0.1 -0.1 0.0
C 0.509881 0.265766 -1.329841 -1.5 -1.2 3.0
C -0.976244 3.950056 -0.975550 0.4 -0.1 0.2
C -0.231260 -4.287859 0.543917 -0.1 -0.6 0.6
C -0.193799 -5.639434 0.198413 -0.2 -0.9 0.7
Be -1.062424 -1.306384 0.942514 0.8 -1.3 0.1
H -4.316572 1.113260 -1.027527 0.3 0.3 -0.1
H -0.382234 -4.548128 3.908641 0.1 0.0 -0.1
H -0.224451 -6.953345 3.349548 -0.1 0.3 -0.3
H -0.182766 -5.952699 -0.842314 0.0 0.2 0.1
H 1.631851 4.893712 -0.558668 0.1 -0.2 0.3
H -1.540927 3.909674 -1.926045 0.1 0.0 0.6
H -3.101241 -0.556974 0.058066 -0.3 -0.4 0.0
H 2.374403 1.633197 0.355047 0.2 -0.5 0.4
H 2.346549 -1.762907 -1.435127 0.0 0.2 -0.4
H -0.161568 0.681039 0.677114 0.0 -1.1 -0.8
H -2.921949 -2.302704 -0.016218 0.1 0.2 0.3
H 1.505573 -0.475396 1.842685 0.0 0.0 -0.3
H 1.756858 2.761149 -3.260977 -0.2 0.4 0.0
H 2.145708 1.122707 -2.412883 0.0 -0.2 0.4
H 4.930449 -0.730831 -1.819031 -0.2 0.7 0.1
H 2.669139 3.480769 -0.172906 -0.2 0.3 0.1
H -4.126607 2.900192 -0.901839 0.2 -0.5 -0.1
H -0.479939 0.296114 -1.813474 0.4 0.8 0.3
H 1.432939 4.438000 -2.724745 -0.2 -0.2 -0.3
H 0.541068 -2.041352 2.619827 -0.1 -0.2 0.1
H -0.562862 4.965284 -0.848452 -0.4 -0.2 -0.2
H 1.191136 -0.033010 -3.252267 0.2 -0.1 0.1
H -2.727297 4.131704 0.284549 0.2 -0.1 0.2
H -0.262151 -7.682241 0.959152 0.1 0.0 -0.1
H 2.070610 -1.413138 0.500412 0.0 0.4 0.0
H -2.625687 1.947266 2.585911 -0.2 -0.1 -0.1
H -3.341327 -1.525854 1.515202 0.2 0.0 -0.1
H 1.293200 3.917452 0.913216 0.2 -0.1 -0.3
H -4.064072 2.538085 1.687358 0.1 -0.2 0.1
H -3.762103 0.769507 1.870189 0.0 0.2 0.1
H 2.972080 -1.322871 -3.040101 0.2 0.1 0.7
H -3.135406 1.958830 -2.068231 -0.2 0.0 0.4
H 0.118013 3.456861 -3.473461 0.4 0.0 0.1
H -1.246454 3.703680 1.185899 -0.1 0.1 -0.3
H 4.912668 0.958235 0.006903 -0.3 -0.8 -0.2
H -1.137303 -2.304769 3.047763 0.2 -0.1 0.0
H 3.272028 0.840669 1.643859 0.0 0.0 -0.3
```
Forces are in eV/Å.

Summary:
**Total energy**: -54912.1026 eV
**HOMO energy**: -7.4 eV
**Energy above the lowest of the compared OMol25 structures with the same formula, charge and spin**: 27.8 kcal/mol

---

Below is a molecular structure, C22H37BrNPSn in a non-equilibrium geometry, with properties calculated with ωB97M-V/def2-TZVPD.

The geometry in XYZ format:
```
63
Properties=species:S:1:pos:R:3:forces:R:3
Sn -0.888742 -1.211548 1.568423 -0.2 0.6 0.5
Br 1.172165 -2.585891 1.271703 0.9 -0.4 -0.2
P -0.361429 0.927785 3.909517 -0.3 -0.6 -3.2
N -0.297943 0.548922 2.349978 0.1 -1.0 0.2
C 2.732595 1.643531 -0.181055 -2.4 2.3 -0.6
C 1.371715 1.408383 4.477996 -0.2 -0.2 0.9
C -2.344086 -1.213617 4.270887 -0.3 0.0 0.1
C -1.383719 3.248559 5.117772 -0.6 0.4 0.0
C 1.419044 1.530394 6.015935 0.5 0.2 0.0
C -2.759728 -0.055517 -0.189082 0.0 -0.2 -1.1
C -1.892273 0.347682 -1.224470 -0.6 -0.1 0.5
C -2.605000 -1.490091 -0.041206 0.5 0.5 0.0
C -0.038689 -1.533328 5.179233 -0.2 -0.2 0.2
C -1.632724 0.114123 6.256795 -0.2 -0.5 0.5
C -2.878769 2.021710 3.516635 -0.1 0.1 0.0
C 3.040922 0.426020 -0.862183 -1.1 -1.0 -1.8
C 1.827907 2.748120 3.876044 0.0 0.1 -0.1
C -1.164824 -0.774793 -1.690489 -0.1 -0.7 0.7
C 1.689718 2.293168 -0.900716 2.0 0.0 2.0
C -1.146707 -0.498120 4.927003 0.6 1.1 0.7
C -0.986408 3.347811 2.636156 0.0 0.0 -0.1
C 2.219193 0.349476 -2.023915 0.3 0.0 0.5
C -1.436392 2.453898 3.808503 0.3 0.1 0.9
C 2.400766 0.367754 4.007030 0.0 -0.1 0.0
C 1.349826 1.479277 -2.021902 1.1 -1.2 -0.1
C -1.525435 -1.908107 -0.930224 -0.6 0.8 -1.0
H 1.745561 2.749698 2.783342 -0.1 0.0 0.2
H -3.324587 -2.162197 0.420310 0.2 0.2 0.0
H -0.769882 2.739549 1.750445 -0.1 0.1 0.2
H 0.408828 -1.869751 4.230379 0.0 0.1 0.4
H -2.137595 4.044759 5.029598 0.2 0.0 0.2
H 2.334294 -0.580931 4.547765 0.0 0.2 -0.2
H -0.110315 3.955301 2.874648 -0.2 -0.1 -0.1
H 2.226914 -0.443889 -2.774744 0.0 0.3 0.5
H -2.059514 -2.108617 3.686518 -0.1 0.5 0.4
H 2.431661 1.870693 6.281774 -0.2 -0.1 0.1
H 0.709932 2.277053 6.395935 0.2 -0.2 0.0
H 1.253314 0.577154 6.530682 0.0 0.3 -0.1
H 3.400839 0.782351 4.202757 -0.2 -0.1 0.0
H -1.806774 1.352773 -1.632851 0.0 -0.2 0.3
H -0.852554 0.651119 6.815944 -0.3 -0.1 -0.3
H -1.964823 -0.717272 6.898409 0.0 0.2 0.0
H -3.329379 1.456495 4.339580 0.0 0.1 -0.2
H -2.500408 0.776367 6.117502 0.3 -0.3 0.0
H -3.513604 0.548618 0.317737 0.3 -0.2 -0.2
H -3.468336 2.940985 3.388898 0.0 -0.2 0.0
H -2.941475 -0.555293 3.637068 0.1 -0.2 0.0
H 1.279303 3.286737 -0.704509 0.1 -0.5 0.1
H 3.689093 -0.364046 -0.492165 0.0 0.3 -0.2
H -2.942242 1.448326 2.581140 0.1 0.1 0.3
H -1.194876 -2.933682 -1.077292 -0.1 0.3 0.1
H -0.411077 3.725090 5.284049 -0.3 -0.1 0.0
H 0.553168 1.681128 -2.723411 0.1 0.0 -0.1
H -1.643461 2.636662 5.988783 0.1 0.3 -0.2
H 1.302887 3.608389 4.301528 0.1 -0.2 -0.2
H -1.808759 4.037140 2.403501 0.1 -0.1 0.1
H -0.501051 -2.408498 5.660265 0.1 0.1 -0.1
H 2.309997 0.182845 2.929991 0.0 0.0 0.2
H -0.450824 -0.768918 -2.502651 0.1 0.0 0.2
H -3.022347 -1.566423 5.069149 0.3 0.1 -0.2
H 3.170200 1.992632 0.747353 0.0 0.0 -0.2
H 2.891323 2.875013 4.127733 -0.2 -0.1 0.0
H 0.738784 -1.165863 5.862574 -0.2 -0.2 -0.3
```
Forces are in eV/Å.

Summary:
**Total energy**: -110063.5978 eV
**HOMO energy (alpha / beta)**: -7.7 / -6.3 eV

---

Below is a molecular structure, C22H37Cl3N8OTl in a non-equilibrium geometry, with properties calculated with ωB97M-V/def2-TZVPD.

The geometry in XYZ format:
```
72
Properties=species:S:1:pos:R:3:forces:R:3
Tl 0.219718 -1.190462 -1.476161 -0.1 0.5 -0.2
Cl 3.683902 -5.307890 -5.147253 0.1 0.2 0.5
Cl 5.138030 -3.147095 -3.788830 -0.2 -0.3 0.0
Cl 4.746539 -5.713832 -2.440664 -0.2 0.3 -0.3
O -0.010456 -2.116706 0.854837 0.0 0.1 -0.1
N -3.722500 1.431965 -0.678363 0.2 -0.2 0.0
N -3.358204 -0.788277 -1.179881 0.1 0.1 -0.1
N 3.357756 0.657601 -1.087528 -0.3 0.0 0.0
N 2.491365 2.803398 -0.987340 0.0 -0.3 0.1
N -0.684050 -2.250801 2.996627 -0.1 0.1 0.0
N -1.583933 0.425546 -0.357664 0.3 -0.3 -0.4
N 1.882943 -3.543955 -2.543185 -0.3 -0.1 0.2
N 1.193030 0.931646 -0.330343 -0.1 -0.5 -0.4
C 2.813707 -4.017451 -3.007179 -0.3 0.1 0.1
C -0.510183 -2.767953 4.339188 0.2 -0.2 0.2
C 3.759444 3.434509 -0.689351 0.2 0.1 0.1
C 1.458044 -3.217887 2.369794 0.0 0.0 -0.2
C -1.246435 2.610531 2.626055 -0.1 0.0 0.0
C -1.047475 1.304662 0.580222 0.1 0.2 0.3
C 2.295023 1.466303 -0.770197 -0.1 0.1 -0.1
C 4.107979 0.818688 -2.312769 0.1 0.1 -0.1
C 1.385577 3.723068 -1.101737 -0.2 0.1 -0.1
C -2.832647 -2.084565 -0.828807 0.0 -0.1 0.2
C 0.105061 2.901564 2.588037 0.1 0.1 0.0
C 0.884723 2.365986 1.580308 -0.1 0.0 0.1
C 0.342795 1.568114 0.570968 -0.2 0.3 0.4
C -4.273147 -0.839421 -2.295144 -0.3 0.1 -0.1
C -2.839186 0.385502 -0.704794 0.0 0.1 0.0
C -5.118536 1.229714 -0.352404 -0.2 -0.1 0.0
C 4.027137 -4.538253 -3.576187 1.0 -0.4 -0.4
C 3.487991 -0.653742 -0.495850 0.1 -0.1 0.2
C -3.306776 2.807640 -0.801866 0.1 0.2 0.0
C -1.803301 1.816960 1.639918 0.1 0.0 0.1
C -1.864502 -1.451726 2.733517 -0.1 0.1 -0.2
C 0.192270 -2.491065 2.013773 0.1 -0.1 0.1
H 2.070146 -2.579062 3.002630 0.1 0.0 0.1
H 4.478518 2.692548 -0.353109 0.0 0.0 0.0
H -4.031704 3.336981 -1.423818 0.1 0.0 0.0
H -5.767884 1.308588 -1.230991 0.0 0.0 0.1
H 3.201127 -1.452230 -1.192035 -0.1 0.0 0.0
H -2.076908 -1.997585 -0.056505 0.0 0.0 0.0
H 2.876325 -0.712640 0.402586 0.0 -0.1 -0.1
H 1.163496 4.219491 -0.151661 0.0 0.0 -0.1
H -2.329141 2.854466 -1.276324 0.0 0.0 0.0
H 4.536882 -0.814598 -0.225454 -0.1 0.0 0.0
H 1.259424 -4.143815 2.900778 0.0 -0.1 0.1
H -5.253393 -1.209213 -1.987337 -0.1 0.0 -0.1
H 3.884732 -0.008159 -2.996670 0.0 0.0 0.0
H -1.861949 2.974521 3.435668 -0.1 0.0 0.0
H -0.486954 -3.860312 4.331474 0.0 0.1 0.1
H 0.496398 3.193534 -1.432226 0.0 0.0 0.0
H -4.383691 0.137433 -2.753579 0.0 0.1 0.0
H -3.653282 -2.704069 -0.459591 0.0 -0.1 0.0
H 1.955044 2.527755 1.590964 0.1 0.0 0.0
H -3.249817 3.316201 0.167168 0.0 0.0 -0.1
H -1.346976 -2.446755 4.956598 0.1 0.0 -0.1
H 3.842998 1.750671 -2.799360 0.0 0.1 0.0
H 1.640840 4.482256 -1.842909 0.0 0.0 0.0
H -1.752111 -0.990053 1.755887 -0.1 0.0 0.1
H -2.399736 -2.579239 -1.706050 0.0 0.0 0.1
H 1.997767 -3.437624 1.452986 0.0 0.0 0.0
H -5.424799 1.992489 0.366859 0.0 0.0 0.0
H -5.254807 0.250261 0.104308 0.0 0.0 -0.1
H 4.162336 3.955044 -1.560054 0.0 0.0 0.0
H -2.843709 1.540248 1.724899 -0.1 0.0 -0.1
H 3.621092 4.169775 0.110733 0.0 0.0 0.0
H -3.875610 -1.525427 -3.046639 0.0 0.0 0.0
H 5.181747 0.811392 -2.113527 0.0 0.0 0.0
H 0.417549 -2.401253 4.783846 -0.1 0.0 0.1
H -1.956793 -0.662604 3.479341 0.0 0.0 0.0
H 0.556210 3.517844 3.352384 0.0 0.0 0.1
H -2.765069 -2.069179 2.748982 0.0 0.0 0.0
```
Forces are in eV/Å.

Summary:
**Total energy**: -79638.3098 eV
**Total charge**: +1
**HOMO energy**: -9.8 eV
**Energy above the lowest of the compared OMol25 structures with the same formula, charge and spin**: 0.0 kcal/mol